one.
The following is a DFT calculation (wB97M-V/def2-TZVPD) of 2 unconnected molecules or ions with the total composition C3H4N2.

Values from the calculation:
Lowest unoccupied orbital energy: 0.9 eV
E_HOMO: -10.70 eV

ORCA input file:
```
! wB97M-V def2-TZVPD RIJCOSX def2/J DEFGRID3
* xyz 0 1
C 3.213 -0.889 -0.484
C -0.343 0.060 -0.752
C -0.413 -1.279 -0.099
N 2.733 0.070 -0.135
N -0.226 0.112 0.521
H 2.097 0.867 0.052
H -0.517 0.855 -1.427
H -1.405 -1.773 0.076
H 0.425 -1.873 -0.341
*
```

Atomic partial charges in e from the natural (NBO) method, atoms 1 to 2: atom 1 (C): 0.259, atom 2 (C): 0.036


two.
The following is a DFT calculation (wB97M-V/def2-TZVPD) of a single C3H4N2 molecule.

Values from the calculation:
SMILES string: c1c[nH]cn1
Lowest unoccupied orbital energy: 0.9 eV
E_HOMO: -8.89 eV

ORCA input file:
```
! wB97M-V def2-TZVPD RIJCOSX def2/J DEFGRID3
* xyz 0 1
C 1.073 -0.571 0.157
C 0.686 0.731 0.000
N -0.687 0.695 -0.074
C -1.052 -0.617 0.027
N -0.018 -1.400 0.187
H 2.068 -0.994 0.158
H 1.247 1.648 -0.108
H -1.290 1.505 -0.107
H -2.027 -0.997 -0.239
*
```

Atomic partial charges in e from the natural (NBO) method, atoms 1 to 2: atom 1 (C): -0.103, atom 2 (C): -0.116


If we sort the structures by their calculated energies, the order from most to least stable is two, one.


one.
The following is a DFT calculation (wB97M-V/def2-TZVPD) of a molecular structure, C3H2S2.

Values from the calculation:
Lowest unoccupied orbital energy (alpha / beta): -2.3 / -2.3 eV
E_HOMO (alpha / beta): -8.41 / -8.43 eV

ORCA input file:
```
! wB97M-V def2-TZVPD RIJCOSX def2/J DEFGRID3
* xyz 0 1
C 0.490 0.573 0.028
C 1.056 -0.639 0.068
C -0.842 0.060 0.024
S -2.959 0.986 0.010
S -0.520 -1.568 0.063
H 0.765 1.534 -0.033
H 2.009 -0.947 -0.159
*
```

Atomic partial charges in e from the natural (NBO) method, atoms 1 to 2: atom 1 (C): -0.370, atom 2 (C): -0.141


two.
The following is a DFT calculation (wB97M-V/def2-TZVPD) of a molecular structure, C3H2S2.

Values from the calculation:
Lowest unoccupied orbital energy (alpha / beta): -1.6 / -1.6 eV
E_HOMO (alpha / beta): -8.65 / -8.64 eV

ORCA input file:
```
! wB97M-V def2-TZVPD RIJCOSX def2/J DEFGRID3
* xyz 0 1
C 1.070 0.015 0.008
C -1.325 0.043 1.003
C -0.244 0.008 -0.182
S -1.335 -1.401 -0.159
S -1.356 1.368 -0.159
H 1.725 0.836 -0.285
H 1.464 -0.870 -0.226
*
```

Atomic partial charges in e from the natural (NBO) method, atoms 1 to 2: atom 1 (C): -0.232, atom 2 (C): -0.308


If we sort the structures by their calculated energies, the order from most to least stable is two, one.


one.
The following is a DFT calculation (wB97M-V/def2-TZVPD) of a single C3H2S2 molecule.

Values from the calculation:
Lowest unoccupied orbital energy: -1.1 eV
E_HOMO: -8.95 eV

ORCA input file:
```
! wB97M-V def2-TZVPD RIJCOSX def2/J DEFGRID3
* xyz 0 1
C -0.390 -0.928 -0.204
C 0.571 -1.727 -0.442
C 0.515 0.412 0.186
S -2.105 -0.037 -0.041
S -0.704 1.563 -0.330
H 0.623 0.318 1.219
H 1.491 0.398 -0.387
*
```

Atomic partial charges in e from the natural (NBO) method, atoms 1 to 2: atom 1 (C): -0.451, atom 2 (C): 0.136


two.
The following is a DFT calculation (wB97M-V/def2-TZVPD) of a single C3H2S2 molecule.

Values from the calculation:
SMILES string: S=C=CC=S
Lowest unoccupied orbital energy: -0.9 eV
E_HOMO: -8.69 eV

ORCA input file:
```
! wB97M-V def2-TZVPD RIJCOSX def2/J DEFGRID3
* xyz 0 1
S -3.904 -0.101 -0.001
C -2.351 0.001 0.084
C -1.049 0.197 -0.145
C -0.073 1.216 0.139
S 0.205 2.814 -0.032
H -0.720 -0.804 -0.482
H 0.888 0.593 0.410
*
```

Atomic partial charges in e from the natural (NBO) method, atoms 1 to 2: atom 1 (S): 0.224, atom 2 (C): 0.015


If we sort the structures by their calculated energies, the order from most to least stable is two, one.


one.
The following is a DFT calculation (wB97M-V/def2-TZVPD) of 2 unconnected molecules or ions with the total composition C2H7NS2.

Values from the calculation:
Lowest unoccupied orbital energy (alpha / beta): 3.0 / 3.0 eV
E_HOMO (alpha / beta): 0.72 / -3.95 eV

ORCA input file:
```
! wB97M-V def2-TZVPD RIJCOSX def2/J DEFGRID3
* xyz -1 2
C -2.590 -2.090 -1.592
N -1.321 -1.811 -1.774
H -3.452 -1.389 -1.809
H -3.041 -2.992 -1.137
H -0.748 -2.316 -1.007
C 1.737 1.981 0.067
S 1.872 0.427 1.058
S 1.138 1.193 2.765
H 2.455 2.774 0.218
H 1.693 1.628 -1.002
H 0.719 2.278 0.410
H 1.539 0.317 3.803
*
```

Atomic partial charges in e from the natural (NBO) method, atoms 1 to 2: atom 1 (C): -0.055, atom 2 (N): -0.607


two.
The following is a DFT calculation (wB97M-V/def2-TZVPD) of 2 unconnected molecules or ions with the total composition C2H7NS2.

Values from the calculation:
Lowest unoccupied orbital energy (alpha / beta): 2.6 / 2.6 eV
E_HOMO (alpha / beta): -0.29 / -3.19 eV

ORCA input file:
```
! wB97M-V def2-TZVPD RIJCOSX def2/J DEFGRID3
* xyz -1 2
C -4.495 -4.587 -3.431
N -4.205 -3.561 -4.124
H -3.786 -4.804 -2.641
H -5.436 -5.113 -3.538
H -4.647 -3.629 -5.048
C -0.131 1.155 1.571
S 1.342 2.089 2.179
S 2.988 1.274 0.773
H -0.334 1.476 0.561
H 0.086 0.089 1.628
H -0.896 1.462 2.280
H 3.184 2.366 0.021
*
```

Atomic partial charges in e from the natural (NBO) method, atoms 1 to 2: atom 1 (C): -0.050, atom 2 (N): -0.592


If we sort the structures by their calculated energies, the order from most to least stable is two, one.


one.
The following is a DFT calculation (wB97M-V/def2-TZVPD) of 2 unconnected molecules or ions with the total composition C2H7NS2.

Values from the calculation:
Lowest unoccupied orbital energy (alpha / beta): 4.0 / 3.7 eV
E_HOMO (alpha / beta): -0.98 / -3.36 eV

ORCA input file:
```
! wB97M-V def2-TZVPD RIJCOSX def2/J DEFGRID3
* xyz -1 2
C 2.716 0.397 1.080
N 2.139 -0.665 0.763
H 3.350 0.840 0.303
H 2.856 0.801 2.090
H 1.270 -0.944 1.219
C -1.616 0.160 -1.693
S -1.283 1.016 -0.144
S -1.499 -0.894 1.289
H -2.184 -0.767 -1.583
H -2.199 0.834 -2.325
H -0.739 -0.113 -2.291
H -2.813 -0.664 1.292
*
```

Atomic partial charges in e from the natural (NBO) method, atoms 1 to 2: atom 1 (C): -0.020, atom 2 (N): -0.623


two.
The following is a DFT calculation (wB97M-V/def2-TZVPD) of 2 unconnected molecules or ions with the total composition C2H7NS2.

Values from the calculation:
Lowest unoccupied orbital energy (alpha / beta): 3.2 / 3.2 eV
E_HOMO (alpha / beta): -3.32 / -2.90 eV

ORCA input file:
```
! wB97M-V def2-TZVPD RIJCOSX def2/J DEFGRID3
* xyz -1 2
N 0.362 1.066 0.487
C 0.225 -0.425 0.417
C -0.815 -0.701 -0.627
S -2.525 -0.286 -0.076
S 3.270 0.213 -0.497
H 0.778 1.316 1.373
H 1.181 1.202 -0.134
H 1.254 -0.670 0.038
H 0.151 -0.871 1.404
H -0.588 -0.137 -1.524
H -0.959 -1.750 -0.901
H -2.334 1.043 0.041
*
```

Atomic partial charges in e from the natural (NBO) method, atoms 1 to 2: atom 1 (N): -0.899, atom 2 (C): -0.285


If we sort the structures by their calculated energies, the order from most to least stable is two, one.


one.
The following is a DFT calculation (wB97M-V/def2-TZVPD) of a single C3H4N2O2 molecule.

Values from the calculation:
SMILES string: N#CCO/C=N\O
Lowest unoccupied orbital energy: 0.5 eV
E_HOMO: -10.17 eV

ORCA input file:
```
! wB97M-V def2-TZVPD RIJCOSX def2/J DEFGRID3
* xyz 0 1
N 2.346 0.734 -0.721
C 1.505 0.288 -0.026
C 0.727 -0.542 0.952
O 0.004 -1.418 -0.068
C -1.138 -0.848 -0.453
N -1.797 0.276 -0.345
O -1.091 1.416 0.412
H 0.028 0.126 1.611
H 1.342 -1.261 1.493
H -1.681 -1.598 -1.101
H -1.394 2.294 -0.135
*
```

Atomic partial charges in e from the natural (NBO) method, atoms 1 to 2: atom 1 (N): -0.291, atom 2 (C): 0.249


two.
The following is a DFT calculation (wB97M-V/def2-TZVPD) of a single C3H4N2O2 molecule.

Values from the calculation:
SMILES string: O=C/C=N\NC=O
Lowest unoccupied orbital energy: -0.8 eV
E_HOMO: -10.05 eV

ORCA input file:
```
! wB97M-V def2-TZVPD RIJCOSX def2/J DEFGRID3
* xyz 0 1
O -1.266 1.650 0.430
C -1.825 0.746 -0.156
C -1.189 -0.516 -0.577
N 0.047 -0.846 -0.403
N 0.866 -0.003 0.228
C 2.177 -0.399 0.441
O 3.007 0.299 0.969
H -2.900 0.837 -0.420
H -1.792 -1.249 -1.119
H 0.524 0.908 0.545
H 2.351 -1.425 0.061
*
```

Atomic partial charges in e from the natural (NBO) method, atoms 1 to 2: atom 1 (O): -0.531, atom 2 (C): 0.362


If we sort the structures by their calculated energies, the order from most to least stable is two, one.